DFT (wB97M-V/def2-TZVPD) results for a molecular structure, C3H10BrCdO2 in a non-equilibrium geometry.

HOMO (spin up / spin down) in eV: -8.7937 / -9.8100
Energy in a.u.: -3012.506253
E_LUMO (spin up / spin down) in eV: 0.171 / -2.665
Kohn-Sham gap (spin up / spin down) in eV: 9.0 / 7.1
Molecular weight in g/mol: 270.43
Multiplicity: 2

```
17
Properties=species:S:1:pos:R:3:forces:R:3
Cd 20.882 -10.266 13.782 -0.19 0.01 -0.67
Br 19.973 -10.352 11.334 0.18 -0.03 0.55
C 19.892 -14.288 6.763 -1.17 -0.33 0.57
C 19.683 -14.043 8.277 -0.52 1.60 -0.16
C 20.034 -15.214 9.161 -0.37 0.05 -0.95
O 20.473 -12.901 8.580 1.23 0.42 -0.07
H 20.958 -14.329 6.543 -0.11 -0.14 -0.04
H 19.391 -13.568 6.116 0.36 0.66 0.39
H 19.350 -15.181 6.451 0.50 -0.59 0.18
H 18.698 -13.666 8.552 -0.73 -0.70 -0.64
H 20.989 -15.542 8.748 0.18 -0.51 0.78
H 19.253 -15.959 9.007 0.22 -0.38 -0.04
H 20.009 -14.951 10.218 0.46 0.06 -0.12
H 20.059 -12.363 9.258 -0.01 -0.10 0.14
O 22.554 -8.081 10.472 0.14 0.25 0.19
H 23.245 -8.175 9.817 0.19 0.03 -0.15
H 21.973 -8.826 10.317 -0.36 -0.29 0.02
```
Positions in Å, forces in eV/Å.

DFT (wB97M-V/def2-TZVPD) results for a molecular structure, F8H8N4Na6O20S8 in a non-equilibrium geometry.

HOMO in eV: -14.4273
Energy in a.u.: -6686.456161
E_LUMO in eV: -8.237
Kohn-Sham gap in eV: 6.2
Molecular weight in g/mol: 930.53
Multiplicity: 1
Net charge: +2

```
54
Properties=species:S:1:pos:R:3:forces:R:3
Na -2.004 -1.287 -2.801 0.48 -0.25 -0.17
Na 1.903 -3.669 3.017 -1.41 -0.54 -0.38
Na -3.294 -0.273 2.636 0.16 -0.46 0.00
Na 1.935 1.824 2.364 0.19 0.45 0.26
Na 4.596 -2.104 1.245 -0.01 0.10 -0.62
Na -0.418 2.490 0.470 -0.75 0.37 -1.09
N -2.035 0.724 -3.892 -0.26 1.98 4.31
S -1.334 1.418 -5.071 2.28 0.38 -7.23
O 0.107 1.525 -4.898 -1.49 0.00 0.28
O -2.052 2.482 -5.706 0.74 -0.83 0.96
F -1.531 0.196 -6.085 0.27 0.21 0.52
S -1.762 1.988 -2.816 -2.52 0.06 4.02
O -2.359 3.250 -3.083 1.16 -0.45 -0.82
O -0.603 1.908 -1.945 0.42 -0.15 -1.14
F -2.810 1.497 -1.660 -0.54 -1.19 -0.32
N 0.696 3.784 2.039 1.85 0.83 -3.60
S 0.355 4.619 3.266 -2.11 1.26 7.90
O -1.036 4.751 3.542 -0.05 -0.08 -1.07
O 1.235 5.679 3.641 -0.36 -0.41 -1.27
F 0.748 3.495 4.391 0.29 -0.60 -0.60
S 1.261 5.075 1.062 3.30 0.72 -4.53
O 2.566 5.632 1.286 -1.67 -0.97 0.94
O 0.229 5.868 0.486 -0.33 -0.67 1.32
F 1.660 4.101 -0.207 -0.88 -0.61 0.88
N -2.547 -5.416 2.202 0.75 0.74 2.67
S -1.796 -4.069 2.149 1.50 0.55 -2.63
O -0.374 -4.211 2.462 -0.28 0.86 0.74
O -2.491 -2.879 2.576 0.43 0.45 -0.06
F -1.689 -3.849 0.551 -0.46 -0.12 0.62
S -2.303 -5.730 3.878 -2.24 -3.13 1.14
O -2.531 -4.683 4.841 0.72 0.10 -1.43
O -1.276 -6.697 4.158 -0.50 1.22 -0.88
F -3.663 -6.537 3.952 0.60 0.04 0.03
N 0.778 0.489 0.525 3.13 -0.28 -1.47
S 0.051 -0.855 0.481 -6.11 -3.98 1.11
O 0.509 -1.898 1.348 1.06 0.73 -0.21
O -0.545 -1.303 -0.758 1.18 0.88 0.73
F -1.248 -0.307 1.280 0.15 0.16 0.08
S 2.058 0.073 -0.499 1.93 4.09 -0.60
O 1.740 0.058 -1.871 0.04 -0.96 0.78
O 3.003 -0.825 0.128 -0.66 -0.18 -0.16
F 2.736 1.485 -0.291 0.10 -0.47 0.27
O 2.566 -3.971 0.620 1.11 0.27 0.27
H 2.231 -3.621 -0.219 -0.27 -0.08 0.23
H 3.200 -4.659 0.366 -0.42 -0.17 -0.08
O -2.910 2.034 1.096 0.07 0.07 0.40
H -2.912 2.998 1.214 -0.37 -0.17 0.23
H -3.731 1.850 0.618 0.26 0.26 -0.35
O 0.524 -1.526 -3.849 -0.22 -0.27 0.09
H 0.898 -0.694 -3.547 -0.02 0.22 -0.12
H 0.841 -1.621 -4.756 -0.23 0.01 0.01
O 4.516 0.559 -3.014 -0.25 -0.14 0.19
H 4.325 -0.320 -3.360 0.09 0.12 -0.16
H 3.985 1.154 -3.559 0.15 0.00 0.02
```
Positions in Å, forces in eV/Å.